# 1
{
  "formula": "C5H14P2",
  "method": "wB97M-V/def2-TZVPD",
  "species": ["C", "C", "C", "P", "P", "C", "C", "H", "H", "H", "H", "H", "H", "H", "H", "H", "H", "H", "H", "H", "H"],
  "coordinates": [[1.373, 1.531, 1.282], [0.905, 1.463, -0.085], [0.502, 0.014, -0.291], [2.243, -1.203, 0.037], [-0.961, -0.383, 0.755], [-2.440, 0.475, -0.221], [-1.360, -2.176, 0.315], [0.417, 1.544, 1.919], [1.901, 0.657, 1.519], [1.831, 2.500, 1.634], [0.058, 2.129, -0.143], [1.660, 1.659, -0.863], [0.396, -0.339, -1.280], [1.654, -2.070, -0.949], [1.430, -1.993, 0.849], [-2.307, 1.445, 0.214], [-3.260, -0.142, 0.087], [-2.404, 0.284, -1.343], [-0.720, -2.901, 0.978], [-0.987, -2.262, -0.714], [-2.388, -2.454, 0.613]],
  "lowdin_charge": [-0.217, -0.402, -0.666, 0.820, 0.850, -0.258, -0.336, 0.070, -0.017, 0.099, 0.092, 0.111, 0.015, -0.128, -0.174, -0.006, -0.002, 0.059, 0.047, 0.017, 0.028],
  "relative_energy_kcal_mol": 51.9,
  "smiles": "CC[C@@H](P)P(C)C",
  "lumo_ev": 1.02,
  "spin_multiplicity": 1,
  "max_force_ha_per_bohr": 0.09571
}


# 2
{
  "formula": "C5H14P2",
  "method": "wB97M-V/def2-TZVPD",
  "species": ["C", "C", "C", "C", "C", "P", "P", "H", "H", "H", "H", "H", "H", "H", "H", "H", "H", "H", "H", "H", "H"],
  "coordinates": [[1.508, -1.129, -0.684], [-0.001, -0.686, -0.876], [-0.214, -0.463, -2.402], [-0.215, 0.572, -0.173], [-0.428, 0.366, 1.397], [0.022, 2.106, 2.052], [-2.221, 0.066, 1.764], [2.213, -0.681, -1.268], [1.909, -0.936, 0.283], [1.596, -2.217, -0.803], [-0.630, -1.649, -0.429], [0.530, 0.336, -2.765], [-0.079, -1.270, -3.034], [-1.138, -0.005, -2.715], [0.667, 1.216, -0.359], [-1.245, 0.952, -0.403], [0.065, -0.478, 1.785], [1.450, 1.919, 2.251], [-0.223, 1.942, 3.424], [-2.245, -0.538, 0.536], [-1.900, -1.065, 2.512]],
  "lowdin_charge": [-0.073, -0.442, -0.080, -0.369, -0.874, 0.752, 0.790, 0.036, 0.058, 0.082, 0.177, 0.110, 0.040, 0.063, 0.104, 0.091, 0.025, -0.106, -0.142, -0.132, -0.109],
  "relative_energy_kcal_mol": 47.3,
  "smiles": "CC(C)CC(P)P",
  "lumo_ev": 0.99,
  "spin_multiplicity": 1,
  "max_force_ha_per_bohr": 0.07843
}


# 3
{
  "formula": "C5H14S",
  "method": "wB97M-V/def2-TZVPD",
  "species": ["C", "C", "C", "H", "H", "H", "H", "H", "H", "H", "H", "C", "S", "C", "H", "H", "H", "H", "H", "H"],
  "coordinates": [[1.615, 1.943, -3.640], [0.873, 1.958, -2.275], [1.856, 1.836, -1.087], [1.050, 2.630, -4.285], [2.585, 2.438, -3.592], [1.656, 0.970, -4.115], [0.208, 1.098, -2.278], [0.343, 2.899, -2.172], [1.327, 2.297, -0.249], [2.716, 2.495, -1.214], [2.232, 0.823, -0.977], [0.088, -0.942, 1.124], [-1.173, -1.236, 2.386], [-2.325, -2.339, 1.470], [0.857, -1.692, 1.280], [-0.148, -0.720, 0.090], [0.554, -0.014, 1.475], [-1.782, -2.882, 0.704], [-3.136, -1.787, 1.003], [-2.719, -3.000, 2.238]],
  "lowdin_charge": [-0.122, -0.300, -0.131, 0.063, 0.062, 0.062, 0.086, 0.091, 0.064, 0.061, 0.067, -0.458, 0.727, -0.413, 0.024, 0.034, 0.014, 0.029, 0.024, 0.017],
  "relative_energy_kcal_mol": 16.2,
  "smiles": "CCC.CSC",
  "lumo_ev": 1.01,
  "spin_multiplicity": 1,
  "max_force_ha_per_bohr": 0.03766
}


Please write out number 2 again, unchanged.
{
  "formula": "C5H14P2",
  "method": "wB97M-V/def2-TZVPD",
  "species": ["C", "C", "C", "C", "C", "P", "P", "H", "H", "H", "H", "H", "H", "H", "H", "H", "H", "H", "H", "H", "H"],
  "coordinates": [[1.508, -1.129, -0.684], [-0.001, -0.686, -0.876], [-0.214, -0.463, -2.402], [-0.215, 0.572, -0.173], [-0.428, 0.366, 1.397], [0.022, 2.106, 2.052], [-2.221, 0.066, 1.764], [2.213, -0.681, -1.268], [1.909, -0.936, 0.283], [1.596, -2.217, -0.803], [-0.630, -1.649, -0.429], [0.530, 0.336, -2.765], [-0.079, -1.270, -3.034], [-1.138, -0.005, -2.715], [0.667, 1.216, -0.359], [-1.245, 0.952, -0.403], [0.065, -0.478, 1.785], [1.450, 1.919, 2.251], [-0.223, 1.942, 3.424], [-2.245, -0.538, 0.536], [-1.900, -1.065, 2.512]],
  "lowdin_charge": [-0.073, -0.442, -0.080, -0.369, -0.874, 0.752, 0.790, 0.036, 0.058, 0.082, 0.177, 0.110, 0.040, 0.063, 0.104, 0.091, 0.025, -0.106, -0.142, -0.132, -0.109],
  "relative_energy_kcal_mol": 47.3,
  "smiles": "CC(C)CC(P)P",
  "lumo_ev": 0.99,
  "spin_multiplicity": 1,
  "max_force_ha_per_bohr": 0.07843
}